This record from the OMol25 dataset describes C5H8N2 in the gas phase. The level of theory is ωB97M-V/def2-TZVPD.

The geometry in XYZ format:
```
15
Properties=species:S:1:pos:R:3:forces:R:3
C -0.549102 1.674214 -0.733180 0.0 0.1 -0.1
N -0.364724 0.460076 0.030142 0.1 -0.1 0.0
C -0.987466 0.160211 1.211770 0.0 0.0 0.0
C -0.513142 -1.046759 1.662087 0.0 0.0 0.0
C 0.450672 -1.494423 0.719137 0.1 0.0 -0.1
C 0.523114 -0.545452 -0.276794 -0.1 0.0 0.2
N 1.267903 -0.462833 -1.479073 0.1 -0.2 0.0
H -0.319828 1.469088 -1.779931 -0.1 0.1 0.1
H -1.586476 2.005952 -0.639657 0.2 -0.1 0.0
H 0.112211 2.473040 -0.378058 -0.1 -0.1 -0.1
H -1.722806 0.835049 1.629652 0.1 -0.1 0.0
H -0.827084 -1.552337 2.566226 0.1 0.1 -0.2
H 1.027866 -2.410476 0.755383 -0.1 0.2 0.0
H 2.239026 -0.220865 -1.309042 -0.1 0.0 0.0
H 1.249836 -1.344486 -1.978663 0.0 0.1 0.1
```
Forces are in eV/Å.

Computed properties:
- Largest force on an atom: 0.22 eV Å⁻¹
- LUMO: 1.0 eV
- SMILES: Cn1cccc1N
- Energy relative to the best compared isomer or geometry (same formula, charge and spin): 7.7 kcal/mol
- Multiplicity: 1